1.
This record from the OMol25 dataset describes C5H10O in the gas phase. The level of theory is the ωB97M-V functional and the def2-TZVPD basis.

Values from the calculation:
LUMO ... 0.28 eV
Total charge ... 0
HOMO ... -8.6 eV
ΔE to the lowest compared entry with this formula, charge and spin ... 86.7 kcal per mole
2S+1 ... 1
Orbital gap ... 8.9 eV

Bonds (Å) are listed after each position.
Geometry (Å):
1 O -0.30821 -2.65966 0.13099  C2 1.401, H7 0.976
2 C -1.10906 -1.61365 0.60920  O1 1.401, C3 1.537, H8 1.105, H9 1.095
3 C -1.06848 -0.41850 -0.35613  C2 1.537, C4 1.479, H10 1.105, H11 1.109
4 C 0.31208 -0.11969 -0.79320  C3 1.479, C6 1.471
5 C 0.91388 1.62612 0.45815  C6 1.563, H12 1.100, H13 1.092, H14 1.091
6 C 0.55496 1.31136 -1.03034  C4 1.471, C5 1.563, H15 1.100, H16 1.093
7 H 0.46583 -2.21258 -0.26007  O1 0.976
8 H -0.77775 -1.26735 1.60431  C2 1.105
9 H -2.13113 -1.99115 0.72025  C2 1.095
10 H -1.68653 0.43050 -0.01388  C3 1.105
11 H -1.48994 -0.75365 -1.32527  C3 1.109
12 H 1.22922 0.71789 0.99321  C5 1.100
13 H 0.05092 2.03997 0.98396  C5 1.092
14 H 1.75113 2.32398 0.50851  C5 1.091
15 H -0.30693 1.92299 -1.33619  C6 1.100
16 H 1.40964 1.51484 -1.68074  C6 1.093

Here are the natural (NBO) charges for atoms 1 to 4, given in e: O -0.726; C -0.045; C -0.611; C 0.137

2.
This record from the OMol25 dataset describes a gas-phase ion, C7H17NP (charge +1) at a distorted geometry. The level of theory is the ωB97M-V functional and the def2-TZVPD basis.

Values from the calculation:
SMILES ... CC[N@@H+]1CCC[C@H]1PC
LUMO ... -2.53 eV
Total charge ... +1
HOMO ... -13.0 eV
ΔE to the lowest compared entry with this formula, charge and spin ... 2.0 kcal per mole
2S+1 ... 1
Orbital gap ... 10.5 eV

Bonds (Å) are listed after each position.
Geometry (Å):
1 C 0.48470 2.19911 -0.31195  C2 1.643, C3 1.573, H10 1.088, H11 1.030
2 C -0.96843 1.45966 -0.10541  C1 1.643, C4 1.498, H12 1.143, H13 1.106
3 C 1.50690 1.02663 -0.07647  C1 1.573, N8 1.493, H14 1.134, H15 1.126
4 C -0.74364 0.10378 0.49040  C2 1.498, N8 1.692, P9 1.947, H16 1.135
5 C 2.56753 -1.78875 -0.47764  C7 1.496, H17 1.104, H18 1.074, H19 1.082
6 C -3.48604 -0.21563 0.08043  P9 1.799, H20 1.087, H21 1.123, H22 1.105
7 C 1.55607 -1.34504 0.53187  C5 1.496, N8 1.527, H23 1.160, H24 1.011
8 N 0.76049 -0.26161 -0.19180  C3 1.493, C4 1.692, C7 1.527, H25 1.058
9 P -2.00615 -1.18673 -0.23901  C4 1.947, C6 1.799, H26 1.436
10 H 0.72556 2.66650 -1.26395  C1 1.088
11 H 0.57820 2.91217 0.42588  C1 1.030
12 H -1.53969 2.20543 0.54582  C2 1.143
13 H -1.55731 1.36490 -1.03649  C2 1.106
14 H 2.27140 1.07906 -0.91219  C3 1.134
15 H 2.11402 0.97973 0.87082  C3 1.126
16 H -0.62457 0.00779 1.61526  C4 1.135
17 H 2.06687 -1.94237 -1.44935  C5 1.104
18 H 3.29647 -1.02312 -0.66923  C5 1.074
19 H 3.09846 -2.70672 -0.26513  C5 1.082
20 H -3.37302 0.65019 -0.56647  C6 1.087
21 H -3.51369 0.20571 1.12135  C6 1.123
22 H -4.42519 -0.77748 -0.07142  C6 1.105
23 H 1.92081 -0.79208 1.48431  C7 1.160
24 H 0.93578 -2.08058 0.84298  C7 1.011
25 H 0.63409 -0.61114 -1.18197  N8 1.058
26 H -2.27965 -2.12943 0.80938  P9 1.436

Here are the natural (NBO) charges for atoms 1 to 4, given in e: C -0.396; C -0.480; C -0.242; C -0.260

3.
This record from the OMol25 dataset describes 2 unconnected molecules or ions with the total composition CH4N2OS at a distorted geometry. The level of theory is the ωB97M-V functional and the def2-TZVPD basis.

Values from the calculation:
LUMO ... -0.32 eV
Total charge ... 0
HOMO ... -9.5 eV
ΔE to the lowest compared entry with this formula, charge and spin ... 127.7 kcal per mole
2S+1 ... 1
Orbital gap ... 9.1 eV

Bonds (Å) are listed after each position.
Geometry (Å):
1 C 2.39017 -0.54939 0.72286  S5 1.555
2 N -1.08714 -0.84927 -0.36380  N3 1.433, H7 1.082, H8 0.972
3 N -0.10644 0.19561 -0.33668  N2 1.433, O4 1.479, H9 0.987
4 O -0.82603 1.23076 0.43699  N3 1.479, H6 0.986
5 S 3.63188 -0.04397 -0.06419  C1 1.555
6 H -1.21951 1.84896 -0.22232  O4 0.986
7 H -1.55887 -0.80798 0.60889  N2 1.082
8 H -1.69552 -0.78986 -1.11979  N2 0.972
9 H 0.47147 -0.23487 0.33803  N3 0.987

Here are the natural (NBO) charges for atoms 1 to 4, given in e: C -0.178; N -0.693; N -0.187; O -0.644